Density functional theory data (ωB97M-V/def2-TZVPD) for a molecular structure, C33H32N2S7Sb3V.

Its expectation value of S² is 2.044. The value obtained for the HOMO-LUMO gap (spin up / spin down) is 6.105 / 6.194 eV. The calculation puts the LUMO energy (spin up / spin down) at 4.17 / 4.17 eV. The calculation puts the molar mass at 1097.3 g/mol. For the HOMO energy (spin up / spin down), the calculation gives -0.07125 / -0.07454 hartree.

```
! RIJCOSX wB97M-V def2-TZVPD def2/J DEFGRID3
* xyz -2 3
V -3.394 0.335 -0.718
C 0.638 -2.494 -1.660
C 1.621 -2.886 -0.566
C 1.030 -2.702 0.823
Sb 0.316 -0.622 1.545
C 0.556 1.650 1.317
C -0.426 2.434 1.912
C -0.500 3.796 1.673
C 0.439 4.408 0.859
C 1.451 3.650 0.293
C 1.487 2.282 0.504
C 2.142 -0.470 2.734
C 3.392 -0.897 2.318
C 4.501 -0.784 3.139
C 4.375 -0.242 4.406
C 3.133 0.197 4.835
C 2.037 0.084 4.000
Sb 0.300 -0.289 -1.386
C -0.332 1.711 -2.166
C 0.306 2.392 -3.192
C -0.040 3.704 -3.472
C -1.007 4.347 -2.718
C -1.631 3.681 -1.678
C -1.287 2.366 -1.407
C 2.208 -0.168 -2.469
C 3.396 -0.036 -1.776
C 4.618 -0.078 -2.426
C 4.665 -0.296 -3.792
C 3.483 -0.468 -4.493
C 2.265 -0.405 -3.839
H -0.298 -3.044 -1.551
H 1.057 -2.693 -2.650
H 2.537 -2.293 -0.675
H 1.914 -3.940 -0.695
H 1.728 -3.059 1.585
H 0.127 -3.317 0.896
H -1.164 1.970 2.562
H -1.303 4.379 2.111
H 0.377 5.471 0.659
H 2.203 4.126 -0.327
H 2.265 1.698 0.027
H 3.500 -1.335 1.335
H 5.472 -1.122 2.792
H 5.239 -0.161 5.055
H 3.023 0.625 5.825
H 1.066 0.423 4.333
H 1.032 1.875 -3.805
H 0.439 4.225 -4.293
H -1.284 5.368 -2.948
H -2.387 4.178 -1.083
H -1.773 1.847 -0.561
H 3.370 0.103 -0.703
H 5.534 0.057 -1.865
H 5.618 -0.337 -4.305
H 3.508 -0.655 -5.558
H 1.345 -0.529 -4.400
S -1.120 0.161 -5.353
Sb -2.718 -1.085 -4.329
S -3.953 1.592 -2.407
S -2.128 -1.001 -1.943
S -4.661 0.521 -3.943
S -6.529 0.199 2.284
C -5.470 0.416 1.029
S -4.260 1.620 1.016
S -5.441 -0.604 -0.362
N -4.267 -4.668 3.449
C -3.802 -3.612 2.685
C -3.369 -3.804 1.375
C -2.915 -2.719 0.655
N -2.838 -1.485 1.141
C -3.190 -1.314 2.414
C -3.673 -2.327 3.216
H -4.584 -5.466 2.917
H -4.887 -4.412 4.203
H -3.396 -4.788 0.928
H -2.621 -2.844 -0.381
H -3.106 -0.307 2.805
H -3.957 -2.132 4.240
*
```

=====

Density functional theory data (ωB97M-V/def2-TZVPD) for 2 unconnected molecules or ions with the total composition CH3ClN2O2.

The value obtained for the HOMO-LUMO gap is 9.595 eV. Its energy above the lowest of the compared OMol25 structures with the same formula, charge and spin is 301.7 kJ/mol. The calculation puts the LUMO energy at -0.50 eV. The calculation puts the molar mass at 110.5 g/mol. The SMILES is O=NCl.C=NO. For the HOMO energy, the calculation gives -0.37118 hartree.

```
! RIJCOSX wB97M-V def2-TZVPD def2/J DEFGRID3
* xyz 0 1
O 1.955 0.721 -0.531
N 1.940 0.464 0.606
Cl 2.858 -0.862 1.223
C -1.505 0.642 -0.475
N -1.319 -0.001 0.600
O -0.279 -1.035 0.606
H -1.164 0.372 -1.476
H -2.316 1.324 -0.421
H -0.170 -1.624 -0.131
*
```

=====

Density functional theory data (ωB97M-V/def2-TZVPD) for 9 unconnected molecules or ions with the total composition C51H120O27S.

The value obtained for the HOMO-LUMO gap is 9.146 eV. The calculation puts the LUMO energy at 0.12 eV. The calculation puts the molar mass at 1197.6 g/mol. The SMILES is CCOS(C)(=O)=O.COCCOCCOC.COCCOCCOC.COCCOCCOC.COCCOCCOC.COCCOCCOC.COCCOCCOC.COCCOCCOC.COCCOCCOC. For the HOMO energy, the calculation gives -0.33154 hartree.

```
! RIJCOSX wB97M-V def2-TZVPD def2/J DEFGRID3
* xyz 0 1
C 2.264 2.873 4.336
C 2.354 4.136 3.462
O 3.291 3.888 2.427
S 3.457 4.960 1.218
C 1.885 4.777 0.473
O 3.664 6.292 1.711
O 4.457 4.408 0.327
H 3.202 2.320 4.327
H 1.490 2.163 4.045
H 2.021 3.120 5.371
H 1.327 4.390 3.177
H 2.565 4.991 4.107
H 1.129 5.041 1.212
H 1.823 3.700 0.342
H 1.912 5.446 -0.381
C 3.460 1.633 11.091
O 3.629 0.583 10.160
C 4.081 0.992 8.899
C 4.344 -0.179 7.998
O 3.195 -0.982 7.682
C 3.282 -1.813 6.562
C 3.053 -1.028 5.281
O 1.909 -0.228 5.173
C 0.684 -0.888 5.336
H 2.689 2.317 10.705
H 4.315 2.293 11.258
H 3.042 1.127 11.956
H 4.957 1.645 8.919
H 3.271 1.543 8.397
H 5.003 -0.918 8.474
H 4.891 0.029 7.075
H 2.519 -2.594 6.623
H 4.261 -2.305 6.531
H 3.171 -1.686 4.406
H 3.890 -0.326 5.205
H 0.528 -1.554 4.472
H -0.108 -0.144 5.386
H 0.542 -1.584 6.171
C -4.743 4.125 0.191
O -3.624 4.167 1.078
C -2.585 3.280 0.783
C -1.466 3.350 1.856
O -0.624 4.470 1.802
C -1.147 5.667 2.336
C 0.013 6.639 2.585
O 0.883 6.808 1.494
C 0.292 7.488 0.409
H -5.426 3.414 0.659
H -4.488 3.995 -0.859
H -5.267 5.081 0.255
H -2.043 3.479 -0.144
H -2.853 2.228 0.936
H -0.857 2.483 1.574
H -1.780 3.089 2.873
H -1.818 5.566 3.194
H -1.786 6.084 1.547
H 0.573 6.261 3.441
H -0.408 7.627 2.811
H -0.681 7.090 0.113
H 1.000 7.475 -0.416
H 0.088 8.548 0.606
C -4.152 0.610 -1.091
O -3.489 0.575 -2.354
C -3.300 -0.660 -2.976
C -1.806 -0.931 -3.098
O -1.063 -0.564 -1.936
C -1.172 -1.471 -0.874
C -0.019 -1.249 0.096
O -0.323 -0.127 0.881
C 0.706 0.374 1.701
H -4.463 1.653 -1.173
H -3.437 0.539 -0.270
H -5.016 -0.049 -1.019
H -3.597 -0.782 -4.024
H -3.726 -1.502 -2.420
H -1.361 -0.361 -3.915
H -1.608 -1.994 -3.278
H -1.117 -2.526 -1.194
H -2.188 -1.353 -0.475
H 0.900 -1.065 -0.479
H 0.114 -2.080 0.803
H 0.401 1.379 1.984
H 1.638 0.496 1.129
H 0.908 -0.369 2.480
C 4.579 0.704 1.083
O 5.787 0.018 1.163
C 6.121 -0.605 -0.049
C 7.485 -1.246 0.159
O 7.981 -1.788 -1.031
C 9.384 -1.997 -1.082
C 10.020 -2.530 0.187
O 9.374 -3.716 0.623
C 9.889 -4.394 1.726
H 3.804 0.032 0.688
H 4.491 1.667 0.559
H 4.251 1.030 2.076
H 6.066 0.054 -0.922
H 5.434 -1.423 -0.314
H 7.499 -1.951 0.999
H 8.182 -0.479 0.536
H 9.810 -1.019 -1.325
H 9.555 -2.710 -1.885
H 10.074 -1.792 0.995
H 11.057 -2.842 0.012
H 9.439 -5.386 1.675
H 9.621 -3.931 2.682
H 10.975 -4.549 1.731
C 2.320 1.805 -2.549
O 1.585 2.546 -1.604
C 0.198 2.498 -1.706
C -0.391 3.867 -2.096
O 0.105 4.240 -3.387
C 1.060 5.280 -3.365
C 1.424 5.781 -4.725
O 1.919 4.868 -5.699
C 1.131 3.750 -6.043
H 3.362 1.681 -2.253
H 2.333 2.203 -3.567
H 1.939 0.777 -2.575
H -0.186 2.483 -0.670
H -0.283 1.629 -2.152
H -0.250 4.656 -1.353
H -1.475 3.823 -2.242
H 1.924 4.922 -2.793
H 0.660 6.154 -2.829
H 2.066 6.664 -4.745
H 0.590 6.249 -5.277
H 0.055 3.931 -6.132
H 1.252 2.865 -5.415
H 1.522 3.542 -7.042
C -7.088 -4.065 3.385
O -5.959 -4.002 2.533
C -5.951 -2.885 1.686
C -4.734 -2.975 0.780
O -3.499 -2.735 1.415
C -3.062 -3.820 2.229
C -1.547 -3.697 2.419
O -1.013 -4.843 3.010
C 0.405 -4.852 3.110
H -6.943 -4.906 4.062
H -7.946 -4.367 2.771
H -7.287 -3.133 3.915
H -6.052 -1.891 2.139
H -6.843 -2.865 1.036
H -4.839 -2.172 0.039
H -4.720 -3.816 0.080
H -3.202 -4.766 1.701
H -3.534 -3.704 3.202
H -1.387 -2.764 2.974
H -1.098 -3.652 1.416
H 0.782 -3.880 3.427
H 0.775 -5.225 2.151
H 0.708 -5.606 3.833
C -3.393 -6.157 -1.000
O -2.013 -6.487 -1.024
C -1.196 -5.664 -1.830
C 0.187 -5.740 -1.220
O 1.259 -5.287 -2.052
C 1.109 -3.904 -2.382
C 2.424 -3.394 -2.962
O 2.672 -2.036 -2.641
C 4.056 -1.696 -2.649
H -3.891 -6.743 -1.770
H -3.636 -5.094 -1.072
H -3.777 -6.403 -0.009
H -1.461 -4.606 -1.714
H -1.168 -5.848 -2.907
H 0.545 -6.726 -0.916
H 0.259 -5.205 -0.263
H 0.886 -3.378 -1.446
H 0.285 -3.790 -3.089
H 2.374 -3.428 -4.056
H 3.238 -4.075 -2.702
H 4.650 -2.310 -1.974
H 4.229 -0.642 -2.436
H 4.336 -1.782 -3.705
C -4.662 0.414 -9.451
O -5.016 -0.549 -8.488
C -5.297 0.086 -7.253
C -5.817 -0.930 -6.249
O -7.228 -1.046 -6.425
C -7.954 -1.392 -5.258
C -9.442 -1.286 -5.448
O -10.014 -2.138 -6.430
C -9.529 -3.455 -6.397
H -3.712 0.876 -9.164
H -5.400 1.231 -9.480
H -4.678 0.133 -10.503
H -5.943 0.963 -7.346
H -4.361 0.529 -6.886
H -5.591 -0.609 -5.230
H -5.410 -1.913 -6.491
H -7.554 -0.732 -4.474
H -7.670 -2.373 -4.853
H -9.870 -0.285 -5.428
H -9.875 -1.633 -4.495
H -10.158 -4.008 -7.097
H -9.541 -4.118 -5.520
H -8.489 -3.505 -6.734
*
```